No. 1
Molecular formula: C3H7FeO2
Method: DFT, the ωB97M-V functional and the def2-TZVPD basis

Geometry (Å):
C  0.613  -1.740  0.034
C  -0.666  -0.949  0.082
O  -0.282  0.463  0.340
C  -1.168  1.467  0.088
Fe  1.717  0.038  0.183
H  0.694  -2.442  0.875
H  0.712  -2.302  -0.905
H  -1.325  -1.186  0.930
H  -1.260  -0.973  -0.844
H  1.697  2.412  -0.627
H  -2.146  1.176  -0.302
O  2.361  1.629  -0.448
H  -0.946  2.407  0.593

Frontier orbital gap (alpha / beta)   8.54 / 8.86 eV
2S+1   6
ΔE to the lowest compared entry with this formula, charge and spin   40.3 kJ/mol
Expectation value of S²   8.766
Lowest unoccupied orbital energy (alpha / beta)   0.63 / -0.21 eV


No. 2
Molecular formula: C3H7IN
Method: DFT, the ωB97M-V functional and the def2-TZVPD basis

Geometry (Å):
C  0.214  -1.414  -0.027
C  -1.131  0.366  0.541
C  1.045  0.886  -0.252
N  -0.066  -0.003  -0.388
I  -3.090  0.046  0.021
H  0.660  -1.503  0.955
H  -0.342  -2.248  -0.498
H  -1.035  0.383  1.687
H  1.410  0.862  0.749
H  1.783  0.554  -0.884
H  0.764  1.861  -0.469
H  -0.214  0.210  -1.433

Frontier orbital gap (alpha / beta)   7.99 / 8.60 eV
Total charge   +1
ΔE to the lowest compared entry with this formula, charge and spin   461.3 kJ/mol
Lowest unoccupied orbital energy (alpha / beta)   -5.24 / -5.39 eV


No. 3
Molecular formula: C3H7IN3
Method: DFT, the ωB97M-V functional and the def2-TZVPD basis

Geometry (Å):
C  -0.047  1.070  -0.014
C  0.371  -1.450  0.145
C  -1.044  -1.071  -0.154
N  1.164  -0.351  -0.461
N  -1.127  0.388  0.278
N  0.401  2.266  -0.075
I  3.087  0.055  0.145
H  0.533  -1.776  1.294
H  0.611  -2.430  -0.425
H  -1.289  -1.021  -1.190
H  -1.680  -1.663  0.312
H  -2.065  0.644  0.617
H  1.262  2.273  -0.615
H  -0.177  3.065  0.143

Frontier orbital gap   8.66 eV
Total charge   +1
ΔE to the lowest compared entry with this formula, charge and spin   222.6 kJ/mol
Lowest unoccupied orbital energy   -4.35 eV


No. 4
Molecular formula: C3H7INO2P
Method: DFT, the ωB97M-V functional and the def2-TZVPD basis

Geometry (Å):
C  0.366  -0.424  -0.555
C  1.798  -0.982  -0.103
C  -1.104  1.283  0.593
N  0.252  0.816  0.173
O  1.883  2.518  1.352
O  2.538  0.172  0.220
P  1.570  1.127  1.124
I  0.002  -2.953  2.551
H  0.306  -0.217  -1.609
H  -0.467  -1.110  -0.250
H  1.881  -1.603  0.733
H  2.314  -1.475  -0.801
H  -1.609  1.317  -0.363
H  -1.637  0.680  1.490
H  -0.957  2.445  0.860

Frontier orbital gap (alpha / beta)   8.76 / 4.66 eV
ΔE to the lowest compared entry with this formula, charge and spin   14.6 kJ/mol
Lowest unoccupied orbital energy (alpha / beta)   -1.14 / -3.56 eV


No. 5
Molecular formula: C3H7INS
Method: DFT, the ωB97M-V functional and the def2-TZVPD basis

Geometry (Å):
C  1.050  0.126  0.017
C  0.251  -0.100  -1.815
C  1.559  -0.555  -1.158
N  0.020  0.774  -0.726
S  -1.400  -0.842  2.082
I  2.787  -2.202  -1.182
H  0.549  -0.770  0.544
H  1.711  0.421  0.820
H  0.303  0.370  -2.793
H  -0.456  -0.981  -1.860
H  -0.973  -0.607  3.372
H  0.046  1.803  -0.914
H  -1.900  -2.072  2.336

Frontier orbital gap   6.75 eV
Total charge   +1
ΔE to the lowest compared entry with this formula, charge and spin   256.0 kJ/mol
Lowest unoccupied orbital energy   -6.50 eV


No. 6
Molecular formula: C3H7INS
Method: DFT, the ωB97M-V functional and the def2-TZVPD basis

Geometry (Å):
C  -0.426  -0.242  -1.121
C  -0.291  -0.047  1.008
C  0.748  0.590  -0.093
N  -0.887  -1.059  0.067
S  0.699  2.358  -0.232
I  2.625  -0.459  -0.124
H  -1.092  0.462  -1.621
H  -0.030  -0.859  -1.918
H  0.185  -0.671  1.922
H  -1.067  0.619  1.519
H  -1.913  -1.348  0.090
H  -0.281  -1.925  -0.064
H  1.729  2.581  0.566

Frontier orbital gap (alpha / beta)   6.26 / 5.46 eV
2S+1   3
Total charge   +1
ΔE to the lowest compared entry with this formula, charge and spin   170.6 kJ/mol
Expectation value of S²   2.006
Lowest unoccupied orbital energy (alpha / beta)   -3.60 / -7.75 eV


No. 7
Molecular formula: C3H7N
Method: DFT, the ωB97M-V functional and the def2-TZVPD basis

Geometry (Å):
C  -0.634  0.512  -0.945
C  -0.758  0.172  0.542
C  1.441  -0.698  0.620
N  0.475  -0.150  1.202
H  -1.307  1.258  -1.341
H  0.377  0.888  -1.080
H  -0.681  -0.418  -1.539
H  -1.594  -0.510  0.707
H  -1.184  1.084  1.025
H  1.479  -1.248  -0.324
H  2.384  -0.891  1.132

Frontier orbital gap   10.45 eV
ΔE to the lowest compared entry with this formula, charge and spin   82.4 kJ/mol
SMILES string   C=NCC
Lowest unoccupied orbital energy   1.16 eV


No. 8
Molecular formula: C3H7N
Method: DFT, the ωB97M-V functional and the def2-TZVPD basis

Geometry (Å):
C  -1.297  0.007  -0.104
C  0.025  0.069  0.534
C  1.272  -0.552  -0.067
H  -1.251  0.232  -1.227
H  -1.857  -0.925  0.028
H  -1.949  0.752  0.541
H  0.015  0.095  1.666
H  1.039  -0.980  -1.069
H  2.084  -1.046  0.544
H  0.875  1.404  -0.892
N  1.045  0.944  0.045

Frontier orbital gap   10.44 eV
ΔE to the lowest compared entry with this formula, charge and spin   120.7 kJ/mol
SMILES string   C[C@H]1CN1
Lowest unoccupied orbital energy   1.21 eV


No. 9
Molecular formula: C3H7N
Method: DFT, the ωB97M-V functional and the def2-TZVPD basis

Geometry (Å):
C  -4.907  0.379  -5.122
C  -3.932  0.253  -4.235
H  -4.768  0.524  -6.188
H  -5.936  0.300  -4.776
H  -2.958  -0.207  -4.376
H  -4.231  0.203  -3.191
C  4.359  -0.637  4.181
N  4.553  -0.030  5.279
H  4.302  -1.729  4.084
H  3.904  -0.133  3.314
H  4.634  0.952  5.003

Frontier orbital gap   11.23 eV
ΔE to the lowest compared entry with this formula, charge and spin   197.6 kJ/mol
SMILES string   C=C.C=N
Lowest unoccupied orbital energy   1.22 eV


The lowest ΔE to the lowest compared entry with this formula, charge and spin belongs to which entry?
C3H7INO2P


Which value of ΔE to the lowest compared entry with this formula, charge and spin does entry 1 give?
40.3 kJ/mol


Which of these has the highest ΔE to the lowest compared entry with this formula, charge and spin?
C3H7IN


What is the ΔE to the lowest compared entry with this formula, charge and spin in the ninth record?
197.6 kJ/mol